ORCA calculation (the ωB97M-V functional and the def2-TZVPD basis) on a 4-piece molecular cluster, C27H59N3O4 overall in a non-equilibrium geometry.

Calculated values
* net charge: 0
* max |F|: 1.91 eV/Å
* energy above the lowest of the compared OMol25 structures with the same formula, charge and spin: 40.5 kcal per mole
* gap between HOMO and LUMO: 8.72 eV
* structure (SMILES): CC1(C)CCCC(C)(C)N1O.CC1(C)CCCC(C)(C)N1O.CC1(C)CCCC(C)(C)N1O.O

Each line ends with the Mulliken charge.
Element x y z (Å)
H 3.66056 2.49734 1.82812  0.387
H 1.54727 6.13045 1.48632  0.331
H 3.75396 7.26227 4.36954  0.470
H 0.62084 3.81445 4.86614  0.292
H -2.96245 -6.30912 -0.31179  0.475
H -2.02049 3.78009 -2.03054  0.153
H 3.66832 4.04886 0.97855  0.353
H -2.43256 -1.17393 -2.70997  0.115
H 2.34377 8.01393 5.13578  0.378
H 0.37204 -5.86188 1.15558  0.337
H -1.55972 -8.23466 0.16769  0.436
H 1.91741 -6.45374 0.60395  0.419
C -3.88967 0.91164 -1.68798  -1.379
O -0.29390 1.98347 -1.60624  -0.329
C 2.69956 7.50228 4.23956  -1.952
C 2.44006 3.99912 2.76285  2.146
H 2.08020 -8.66787 -0.63765  0.366
H -3.50807 3.17086 -2.71532  0.369
H 0.35757 7.21035 2.85076  0.457
H -2.25548 -5.11053 -2.22010  0.515
C -1.22823 1.60442 -4.31341  -1.901
H -4.59963 -0.55487 -3.07051  0.400
H -1.44080 -7.84943 -1.54310  0.405
C 1.91218 6.20783 4.03131  1.641
H -1.58651 2.23013 0.52673  0.131
H -4.71757 1.61962 -1.66171  0.373
H -4.19525 1.02180 -3.83994  0.350
O 2.47835 6.14729 1.74887  -0.467
H 2.13344 2.26808 3.98360  0.436
C -3.90734 0.28572 -3.08853  -0.756
C -2.89784 3.17067 -1.80718  -1.617
C 3.66221 3.58744 1.96478  -2.117
H -3.33203 2.19224 0.73436  0.405
H -0.31991 2.20394 -4.21194  0.435
H 0.28737 3.92120 2.54677  0.311
H -2.40122 0.67774 0.54800  0.451
H 0.05119 7.19046 4.54067  0.470
H 0.70729 -9.08597 -1.71739  0.444
H 0.91594 -7.51571 1.55574  0.382
H 4.59361 3.79392 2.48966  0.488
C 1.00083 -8.65966 -0.75357  -2.026
H 0.26201 -3.06583 -1.20167  0.105
O 1.95315 -6.45458 -2.05025  -0.498
H 0.58502 -9.33710 -0.00079  0.458
C -0.09096 -0.28740 -3.28171  -1.470
C -2.63935 1.72787 -1.29146  1.643
C 1.17534 3.58952 2.00132  -1.986
C -2.49855 1.71420 0.21951  -1.727
H -4.03133 0.11773 -0.95232  0.407
H 2.92501 5.53018 5.84082  0.382
C 2.51060 3.29042 4.11586  -1.323
H -1.68101 -5.77295 0.66081  0.331
H -0.20529 5.69907 3.67958  0.342
H 3.54453 3.10972 4.42582  0.398
H -0.36576 2.80070 -2.12742  0.234
H -1.67076 -4.17075 -0.97967  0.138
H 1.72084 3.42606 6.16330  0.406
H -2.10054 2.25147 -4.41514  0.325
C 1.66216 3.93463 5.20249  -0.725
C 0.44795 6.56893 3.73065  -1.850
H 0.07809 -0.99017 -2.46276  -0.198
C 0.87702 -6.74971 0.78177  -1.860
H 1.13451 4.01428 0.99994  0.524
H 0.73543 -0.74329 -0.41127  0.225
H -0.46729 -3.82512 -3.54630  0.252
C 0.75517 -4.03537 -1.17231  -1.632
H -3.50107 3.73031 -1.08459  0.475
N 0.57999 -6.45917 -1.70399  0.148
H 1.20027 5.84660 6.00998  0.445
C -1.50192 -5.16161 -1.43068  -0.902
C -1.87673 -6.16380 -0.34132  -1.032
C -0.01909 -5.14768 -1.90229  2.112
H 0.96477 -4.26167 -0.12670  0.395
H 0.00811 -0.79319 -4.24341  0.460
C 0.32633 -7.29725 -0.54919  1.588
H 0.80479 0.34426 -3.26147  0.354
O 1.02263 -0.21335 0.33652  -0.596
H 2.57354 8.17182 3.38892  0.365
H 0.98132 -4.88526 -3.79850  0.486
H -0.61324 -5.53307 -3.97058  0.469
C -0.03022 -4.81094 -3.39203  -1.959
H -2.53976 -0.69780 -4.44636  0.485
C -2.54734 -0.34198 -3.41840  -0.999
H 1.74306 -4.01101 -1.64046  0.402
N 2.55187 5.44891 2.97666  0.115
H -1.07891 1.11671 -5.28276  0.465
C -1.35385 0.55921 -3.17142  1.730
C -1.18237 -7.49397 -0.53843  -1.148
N -1.41059 1.20430 -1.87752  0.712
H 1.98183 -6.84958 -2.92628  0.354
H 1.09641 2.50177 1.98540  0.412
C 1.95626 5.42725 5.34165  -1.147
H 1.59260 0.45741 -0.05001  0.335

---

ORCA calculation (the ωB97M-V functional and the def2-TZVPD basis) on a 11-piece molecular cluster, C27H59N5O29S6 overall in a non-equilibrium geometry.

Calculated values
* net charge: 0
* max |F|: 2.52 eV/Å
* energy above the lowest of the compared OMol25 structures with the same formula, charge and spin: 6.4 kcal per mole
* gap between HOMO and LUMO: 8.71 eV
* structure (SMILES): O=S1(=O)OCCO1.O=S1(=O)OCCO1.O=S1(=O)OCCO1.O=S1(=O)OCCO1.O=S1(=O)OCCO1.O=S1(=O)OCCO1.CNC(C)=O.CNC(C)=O.CNC(C)=O.CNC(C)=O.CNC(C)=O

Each line ends with the Mulliken charge.
Element x y z (Å)
C 35.52261 -15.06440 -2.58983  -1.102
C 34.20363 -11.66958 0.73286  0.416
C 35.27246 -5.16214 -4.27891  0.654
H 37.11360 -9.09853 -5.96257  -0.092
S 34.93597 -3.69616 -6.35135  1.038
H 41.65628 -7.11919 -3.46304  0.039
O 40.14800 -11.09826 -0.04340  -0.173
H 34.58760 -15.22259 -3.11610  0.171
O 35.92522 -7.95192 -3.12821  -0.758
S 32.16031 -6.04157 0.49448  1.072
H 35.85569 -13.60799 -0.52319  0.261
H 35.37944 -15.40347 -1.55587  0.324
N 33.24224 -12.21086 -0.03448  -0.050
H 37.92243 -11.86791 -1.50973  0.453
H 39.06341 -6.56188 3.92296  0.292
C 36.28066 -9.12236 -3.25663  -0.459
H 37.86043 -10.69689 -6.12641  0.372
C 34.16645 -11.47882 -7.86422  -0.868
O 34.21745 -5.15476 -6.39408  -0.443
H 35.74233 -8.71106 1.79875  0.554
H 38.54647 -8.13474 2.55332  0.127
H 38.32176 -8.63272 -3.39863  -0.071
C 32.31669 -13.92102 -4.88166  -0.274
H 34.04601 -9.26589 -5.01749  0.228
O 35.58588 -3.91057 -4.87360  -0.343
O 40.58473 -9.53936 -4.95455  -0.307
O 34.59720 -10.52255 0.55301  -0.272
H 33.32175 -10.78569 -1.46206  -0.322
O 41.96301 -7.64643 -5.41609  -0.450
O 30.74840 -10.84527 -3.62135  -0.460
H 33.02043 -12.53111 -2.03726  -0.087
H 36.19838 -5.55907 -3.87038  -0.233
H 41.38984 -12.44934 0.89129  0.292
H 34.05478 -12.09494 2.80997  0.388
O 30.99624 -5.28720 0.13857  -0.597
H 40.78982 -9.24996 -2.92060  -0.577
C 34.77398 -6.04489 -5.42028  0.128
O 40.85274 -8.80070 -7.36258  -0.581
N 35.30348 -10.99985 -7.08697  -0.015
H 37.90213 -9.42033 -1.90078  -0.518
C 37.42129 -9.86563 -6.67511  -0.266
N 35.45138 -10.09803 -3.66072  0.991
H 35.27438 -5.91844 -0.90550  -0.089
O 40.17019 -4.12971 -1.50450  -0.373
H 33.63354 -10.61272 -8.25994  0.304
H 37.13521 -8.70924 0.58778  0.007
H 33.99040 -6.73299 -5.12460  0.125
C 42.10437 -7.93991 -4.02622  -0.110
H 37.13283 -11.83117 0.04209  0.390
O 40.69176 -9.26349 1.60962  -0.644
C 36.94146 -11.88114 -1.02882  -0.484
C 38.04178 -6.24710 4.15960  -1.256
O 35.95440 -3.58798 -7.33815  -0.539
H 34.55024 -12.06982 -8.69609  0.330
O 35.97067 -6.43939 3.04471  -0.636
H 36.46406 -10.93651 -1.28804  -0.512
O 36.24929 -9.84289 -8.76932  -0.671
H 38.13691 -9.40494 -7.35339  0.336
C 34.07890 -9.85571 -4.10074  -1.322
H 30.51009 -14.99477 -4.36098  0.359
O 32.14466 -12.51400 -4.91151  -0.163
H 35.26046 -11.14072 -6.09325  0.155
C 35.94101 -13.60576 -2.50642  0.516
O 37.73377 -4.66030 -1.75996  -0.555
O 39.56814 -8.70764 -0.49433  0.205
H 33.60853 -10.82338 -4.24613  0.636
H 37.88895 -5.17715 4.25764  0.328
C 34.48166 -6.31260 -0.27086  0.555
C 42.49081 -10.99542 -0.37947  -0.341
H 34.95588 -6.62803 0.65807  0.082
H 31.69612 -11.58099 -1.32286  0.339
H 41.96839 -10.17013 -3.70978  0.259
H 33.47867 -9.33094 -3.35585  0.144
C 32.77162 -11.71806 -1.35664  0.108
H 38.02370 -10.41251 -3.37208  0.414
H 32.80248 -13.08201 0.21106  0.266
C 41.31310 -11.94103 -0.06683  -0.466
O 39.46941 -7.50914 -5.75177  -0.311
S 30.70416 -12.12136 -4.24321  1.118
H 31.80556 -15.15068 -3.15240  0.283
H 36.32145 -15.68944 -2.97866  0.337
N 36.17765 -13.06201 -1.30478  0.197
C 41.38456 -9.25112 -3.83258  0.689
O 33.50198 -5.30571 -0.00608  -0.381
C 37.07853 -6.93810 3.23252  0.785
H 38.92195 -4.98358 1.22449  0.169
H 41.15391 -12.69909 -0.82962  0.303
O 32.27892 -6.48049 1.85397  -0.544
H 40.63122 -5.63485 1.11859  0.254
C 37.72627 -9.43890 -2.97475  0.676
O 39.37721 -6.03482 -0.42432  -0.147
O 29.67922 -12.37140 -5.22778  -0.607
O 36.19320 -12.98580 -3.54329  -0.717
O 41.94772 -9.71150 -0.62745  -0.362
H 43.10101 -10.88077 0.51955  0.313
S 40.50810 -9.53934 0.21395  0.758
H 41.27910 -3.62904 0.09577  0.298
H 33.56072 -12.07613 -7.18892  0.144
C 39.79823 -5.16293 0.59833  -0.221
N 37.55303 -7.96890 2.52704  0.075
H 39.53877 -3.07653 0.18919  0.295
H 33.34280 -14.18501 -4.64146  0.120
C 36.27685 -10.23042 -7.61766  0.270
O 32.33518 -7.26446 -0.56838  -0.327
O 39.38622 -6.04238 -2.95995  -0.363
H 34.30402 -13.55513 1.80919  0.422
C 33.68453 -7.39554 -1.01025  1.229
C 36.80712 -8.82357 1.62223  -1.052
S 40.60618 -8.32492 -6.04081  0.967
H 43.13233 -11.33736 -1.18595  0.338
H 34.58812 -5.04233 -3.43699  -0.075
H 35.71035 -11.07437 -3.72359  0.091
C 34.56729 -12.50599 1.94266  -1.465
H 35.64696 -6.52380 -5.86504  0.229
S 39.04762 -5.25386 -1.82379  0.894
H 43.14924 -7.98549 -3.72377  0.339
C 31.31398 -14.47067 -3.84382  -0.429
H 35.64563 -12.45385 2.09431  0.258
O 33.92160 -2.68663 -6.30996  -0.550
H 34.09249 -8.39854 -0.87785  -0.507
H 33.62787 -7.21051 -2.08392  -0.396
H 37.95608 -6.57398 5.20296  0.365
H 32.03180 -14.31305 -5.85865  0.355
C 40.23933 -3.84819 -0.12758  -0.374
O 30.68427 -13.36588 -3.18681  -0.320
H 37.02735 -9.87947 1.81049  0.403

---

| no. | LUMO energy (eV) |
| --- | --- |
| 1 | 0.490 |
| 2 | -0.603 |